# 1
Formula: C28H22N5O2Pd
Source: the OMol25 dataset
Level of theory: the ωB97M-V functional and the def2-TZVPD basis

total charge: +3
E_HOMO (alpha / beta): -16.624 / -16.625 eV

Geometry (Å):
Pd  0.29  -0.36  0.75
O  -1.43  0.10  2.24
O  1.24  -0.86  -1.04
N  1.90  -0.18  2.12
N  -1.37  0.19  -0.45
N  -1.29  0.37  -1.70
N  0.48  -2.38  1.85
N  2.33  -1.20  2.67
C  1.74  -0.23  -4.48
C  -3.66  1.01  -0.51
C  1.58  -2.35  2.64
C  2.02  -0.53  -3.19
C  1.23  -4.62  3.29
C  -1.85  0.86  -4.39
C  2.09  2.09  1.35
C  0.20  0.51  -6.24
C  -2.08  1.13  -5.72
C  4.63  2.26  2.49
C  -0.23  -3.49  1.77
C  -0.58  0.41  -3.95
C  1.98  -3.46  3.39
C  -2.51  0.56  0.20
C  -4.81  1.31  0.16
C  -3.75  0.75  2.28
C  2.66  0.98  2.01
C  -4.86  1.17  1.56
C  0.12  -4.65  2.47
C  0.45  0.23  -4.90
C  -1.06  0.96  -6.65
C  3.93  1.08  2.58
C  1.02  -0.43  -2.18
C  4.07  3.35  1.82
C  -2.57  0.46  1.62
C  -0.33  0.14  -2.57
C  -1.48  -0.21  3.66
C  2.81  3.26  1.24
H  0.99  0.39  -6.96
H  2.99  -0.89  -2.88
H  -1.72  0.68  4.23
H  -1.24  1.17  -7.70
H  2.86  -3.38  4.01
H  -1.11  -3.47  1.13
H  -5.68  1.65  -0.38
H  2.38  4.11  0.74
H  -3.06  1.47  -6.04
H  2.51  -0.35  -5.23
H  -3.60  1.07  -1.58
H  -0.48  -5.54  2.36
H  -2.21  -1.00  3.85
H  5.61  2.35  2.93
H  4.35  0.22  3.09
H  -0.49  -0.56  3.93
H  -3.82  0.66  3.35
H  -2.65  0.98  -3.67
H  1.08  2.03  0.95
H  1.52  -5.50  3.84
H  4.62  4.28  1.75
H  -5.77  1.41  2.09

# 2
Formula: C3H6S2
Source: the OMol25 dataset
Level of theory: the ωB97M-V functional and the def2-TZVPD basis

total charge: 0
E_HOMO: -8.613 eV
structure (SMILES): C1CSCS1
ΔE to the lowest compared entry with this formula, charge and spin: 0.8032 eV

Geometry (Å):
S  1.55  -0.42  0.16
S  -0.57  0.97  -1.20
C  0.89  -0.07  -1.57
C  -1.08  0.29  0.40
C  0.13  -0.12  1.29
H  0.16  0.53  2.15
H  -1.73  -0.51  0.11
H  1.73  0.36  -2.12
H  -1.57  1.10  0.85
H  -0.13  -1.05  1.77
H  0.64  -1.07  -1.84

# 3
Formula: C20H42IN3O2
Source: the OMol25 dataset
Level of theory: the ωB97M-V functional and the def2-TZVPD basis

total charge: 0
E_HOMO: -9.167 eV
structure (SMILES): [H]/N=C(\N)NCCCC[C@@H](O[C@H](I)CCCCCCCC)[C@@H](CCC)OC

Geometry (Å):
I  -4.16  -1.37  1.43
O  0.97  -0.25  0.77
O  -2.24  -1.11  -0.75
N  6.32  -2.03  -3.90
N  4.17  -2.73  -2.93
N  4.56  -2.75  -5.30
C  -2.31  2.74  -0.73
C  -3.95  0.65  -0.83
C  0.36  -2.65  0.84
C  -0.24  -1.76  -1.90
C  1.23  -4.22  2.75
C  -0.13  -1.18  0.65
C  2.83  -3.27  -3.23
C  -1.70  4.97  2.34
C  0.90  -2.76  2.33
C  0.65  0.65  1.84
C  -3.37  1.92  -1.55
C  -0.82  -0.89  -0.73
C  -2.91  3.54  0.48
C  -0.92  3.69  4.52
C  4.95  -2.53  -4.11
C  1.26  -1.45  -2.20
C  -1.58  4.98  3.91
C  -1.90  3.55  1.71
C  1.76  -2.17  -3.51
C  -2.94  -0.16  0.04
H  -1.47  2.09  -0.39
H  -0.40  3.96  5.47
H  -0.73  5.38  1.96
H  -0.45  -3.41  0.75
H  -0.91  3.25  1.29
H  2.50  -3.82  -2.31
H  -0.83  -0.98  1.50
H  0.48  -4.95  2.37
H  -3.85  3.03  0.81
H  2.25  -4.48  2.39
H  0.61  0.13  2.82
H  0.17  -2.29  3.03
H  -1.87  3.48  -1.43
H  6.23  -1.05  -3.63
H  1.82  -2.12  2.35
H  -0.40  -2.85  -1.70
H  -1.73  2.98  4.81
H  6.73  -2.55  -3.12
H  -0.34  1.14  1.68
H  1.32  -0.35  -2.42
H  -3.17  4.57  0.18
H  -2.98  1.71  -2.57
H  -2.48  5.71  2.05
H  1.21  -2.89  0.18
H  1.27  -4.34  3.86
H  -2.56  5.17  4.41
H  5.35  -2.50  -5.91
H  0.92  -2.63  -4.08
H  -2.28  2.79  2.43
H  -0.93  5.84  4.20
H  -2.29  0.45  0.70
H  2.85  -4.05  -4.04
H  -0.64  0.18  -0.99
H  2.23  -1.42  -4.18
H  4.68  -3.45  -2.41
H  1.41  1.47  1.91
H  -0.21  3.17  3.83
H  1.94  -1.65  -1.35
H  -4.24  2.61  -1.71
H  -0.87  -1.53  -2.80
H  -4.27  -0.05  -1.64
H  -4.88  0.86  -0.26

# 4
Formula: C6H9N
Source: the OMol25 dataset
Level of theory: the ωB97M-V functional and the def2-TZVPD basis

total charge: 0
E_HOMO: -8.562 eV
structure (SMILES): CC1=CN=C[C@@H]1C
ΔE to the lowest compared entry with this formula, charge and spin: 1.4517 eV

Geometry (Å):
N  -1.98  -0.75  -0.06
C  -0.29  0.84  0.03
C  -0.73  -1.38  0.22
C  1.56  -0.74  1.13
C  0.26  -0.51  0.45
C  -1.76  0.51  0.04
C  0.08  0.99  -1.48
H  1.16  0.94  -1.64
H  -0.37  0.13  -1.97
H  2.43  -0.29  0.63
H  -0.75  -2.44  0.39
H  -0.31  1.90  -1.95
H  0.02  1.71  0.63
H  1.52  -0.29  2.13
H  -2.58  1.20  0.19
H  1.74  -1.81  1.26

# 5
Formula: C39H32Cl4N3O5SbTaTe
Source: the OMol25 dataset
Level of theory: the ωB97M-V functional and the def2-TZVPD basis

total charge: +1
E_HOMO: -9.894 eV
ΔE to the lowest compared entry with this formula, charge and spin: 0.6257 eV

Geometry (Å):
Ta  0.13  -0.17  0.35
Te  -2.23  1.17  0.28
Sb  -3.05  -1.53  0.56
Cl  3.03  3.94  0.45
Cl  2.91  2.80  5.79
Cl  0.86  0.47  5.14
Cl  4.04  4.52  3.41
O  2.42  -0.52  0.28
O  1.01  1.68  0.37
O  0.61  0.11  -1.47
O  0.24  0.29  2.21
O  2.07  2.19  -5.46
N  -2.81  0.55  2.85
N  -0.38  -2.10  -1.07
N  -0.16  -2.14  1.63
C  1.48  2.09  1.57
C  3.58  1.86  -3.73
C  -0.96  -4.25  3.23
C  -2.15  2.80  -3.69
C  -3.56  0.85  -3.88
C  -4.10  -1.27  3.64
C  0.40  -2.73  -1.97
C  -4.32  -0.60  4.83
C  2.16  -2.26  2.57
C  1.45  1.52  3.92
C  1.88  -2.85  -1.73
C  -3.78  0.66  5.02
C  -1.87  -3.62  2.41
C  -2.33  -2.62  -2.31
C  1.27  1.15  -3.46
C  2.37  2.54  4.18
C  -2.46  1.34  -1.81
C  2.27  1.74  -4.23
C  -1.45  -2.57  1.62
C  0.73  -2.73  2.48
C  1.59  0.67  -2.21
C  -1.72  -2.05  -1.22
C  -3.02  1.22  4.00
C  2.42  3.07  1.81
C  -0.17  -3.28  -3.10
C  2.88  0.73  -1.71
C  -3.34  -0.67  2.65
C  -2.99  1.98  -4.45
C  3.22  0.13  -0.43
C  0.75  2.04  -6.01
C  -1.55  -3.22  -3.28
C  -3.31  0.54  -2.55
C  0.34  -3.80  3.27
C  -2.42  2.60  4.15
C  4.61  0.24  0.11
C  3.86  1.36  -2.50
C  1.04  1.32  2.63
C  -1.88  2.47  -2.37
C  2.86  3.30  3.12
H  -3.41  -2.60  -2.40
H  -2.00  -3.65  -4.17
H  2.74  -2.62  1.72
H  -3.80  -0.30  -2.10
H  -2.91  -3.94  2.37
H  0.01  2.50  -5.37
H  -4.94  -1.05  5.60
H  4.89  1.30  0.21
H  2.18  -3.90  -1.76
H  4.88  1.44  -2.13
H  2.45  -2.32  -2.50
H  1.07  -4.25  3.93
H  -1.73  3.71  -4.11
H  4.33  2.34  -4.35
H  2.23  -1.18  2.57
H  -1.27  -5.09  3.86
H  0.77  2.54  -6.97
H  5.34  -0.23  -0.56
H  0.25  1.05  -3.81
H  -3.95  1.21  5.94
H  -4.23  0.22  -4.46
H  -3.20  2.24  -5.49
H  -1.60  2.59  4.88
H  0.46  -3.78  -3.83
H  -4.54  -2.26  3.48
H  2.15  -2.45  -0.76
H  0.51  0.98  -6.15
H  2.61  -2.63  3.48
H  -2.02  2.96  3.21
H  -3.16  3.32  4.51
H  4.65  -0.24  1.08
H  -1.23  3.11  -1.78

# 6
Formula: C3H6O2S
Source: the OMol25 dataset
Level of theory: the ωB97M-V functional and the def2-TZVPD basis

total charge: 0
E_HOMO: -8.857 eV
structure (SMILES): COCOC=S
ΔE to the lowest compared entry with this formula, charge and spin: 1.8742 eV

Geometry (Å):
S  -3.79  -0.30  -0.25
O  -1.44  0.79  -0.42
O  0.49  -0.39  -0.54
C  1.85  -0.53  -0.15
C  -2.23  -0.16  0.10
C  -0.09  0.75  -0.01
H  1.92  -0.61  0.93
H  -1.71  -0.82  0.76
H  -0.04  0.75  1.10
H  0.37  1.66  -0.41
H  2.22  -1.46  -0.60
H  2.45  0.32  -0.52

# 7
Formula: C2H3N3S
Source: the OMol25 dataset
Level of theory: the ωB97M-V functional and the def2-TZVPD basis

total charge: 0
E_HOMO (alpha / beta): -8.335 / -9.333 eV
ΔE to the lowest compared entry with this formula, charge and spin: 6.2829 eV

Geometry (Å):
S  -0.09  1.12  2.47
N  -0.72  0.15  -0.07
N  0.18  -1.68  1.81
N  -0.77  -0.54  -1.03
C  0.28  -0.45  1.78
C  0.35  0.62  0.72
H  0.39  0.12  -2.43
H  1.27  0.97  0.23
H  0.20  -2.12  2.70

# 8
Formula: C8H9AsN4O5S4W
Source: the OMol25 dataset
Level of theory: the ωB97M-V functional and the def2-TZVPD basis

total charge: 0
E_HOMO: -8.759 eV
ΔE to the lowest compared entry with this formula, charge and spin: 1.0627 eV

Geometry (Å):
W  1.30  -0.42  -0.26
As  1.36  -2.24  -2.04
S  1.42  -3.18  -3.81
S  3.48  0.31  -0.78
S  3.37  -1.71  -0.72
S  0.60  -2.90  -0.16
O  1.94  -0.83  1.55
O  0.99  1.43  0.51
O  -0.85  2.61  -0.06
O  1.98  -0.35  3.73
O  -0.97  -0.42  -1.00
N  -0.67  -0.38  1.55
N  1.26  2.61  -3.45
N  0.92  0.72  -1.99
N  0.09  3.71  -5.33
C  -0.27  1.83  0.64
C  -0.08  -1.05  2.70
C  1.04  1.64  -2.72
C  -2.22  -0.43  -0.29
C  0.62  3.17  -4.45
C  1.40  -0.68  2.75
C  -1.90  -1.01  1.06
C  -0.87  1.07  1.82
H  -1.93  1.30  1.96
H  -0.31  1.34  2.71
H  -2.59  0.60  -0.21
H  -0.15  -2.13  2.56
H  -2.73  -0.84  1.75
H  -0.56  -0.77  3.64
H  -2.95  -1.04  -0.82
H  -1.72  -2.08  0.98
H  -1.00  0.10  -1.82

# 9
Formula: C48H78F2N12O4S2Si
Source: the OMol25 dataset
Level of theory: the ωB97M-V functional and the def2-TZVPD basis

total charge: 0
E_HOMO: -8.706 eV
structure (SMILES): CCC[Si@@](CCCSC(=S)n1ccnc1)(N(C(C)=O)C(C)=O)N(C(=O)F)C(=O)F.CCCC#N.CCCC#N.CCCC#N.CCCC#N.CCCC#N.CCCC#N.CCCC#N.CCCC#N

Geometry (Å):
S  -5.06  4.14  2.16
S  -3.46  3.67  -0.34
Si  1.69  1.14  0.08
F  3.28  -1.57  -2.03
F  0.13  0.39  -2.81
O  1.23  -1.68  -1.25
O  4.29  2.33  -0.69
O  1.68  1.92  -3.27
O  2.82  2.73  2.65
N  -4.83  1.67  1.02
N  -5.24  -0.37  0.43
N  4.85  0.13  5.50
N  5.97  -5.74  1.08
N  -1.52  5.61  2.48
N  -12.79  -0.85  1.67
N  4.05  4.65  -8.26
N  -6.34  -3.06  2.00
N  2.93  -6.10  -4.88
N  2.14  0.46  -1.53
N  2.24  2.82  0.37
N  8.06  -12.47  -1.01
C  5.86  3.14  6.94
C  2.28  -0.11  1.38
C  -12.02  1.52  0.89
C  -5.05  0.85  -0.10
C  3.38  -4.92  -1.11
C  3.59  1.56  -6.06
C  -4.54  3.07  1.04
C  2.08  3.16  1.80
C  0.96  4.15  2.30
C  -1.85  9.23  3.62
C  2.13  -0.97  -1.56
C  -0.91  2.37  -0.56
C  4.42  -0.97  2.70
C  2.16  -5.44  -5.43
C  5.52  1.05  5.64
C  6.37  2.23  5.82
C  -12.21  2.58  1.98
C  1.26  -2.71  -4.42
C  1.17  -4.61  -6.11
C  -13.67  2.81  2.34
C  -12.45  0.20  1.32
C  3.62  3.05  0.00
C  -0.22  1.18  0.24
C  6.40  -9.07  -0.49
C  4.36  -6.08  -0.95
C  0.01  7.70  2.77
C  -0.84  6.52  2.61
C  7.28  -11.81  -1.54
C  2.48  1.76  -7.08
C  3.58  3.61  -8.34
C  2.99  2.27  -8.44
C  -9.89  -2.15  0.94
C  -0.48  8.62  3.90
C  2.41  -4.77  0.06
C  1.42  -3.11  -5.87
C  -8.90  -2.23  -0.22
C  5.26  -5.89  0.18
C  -5.12  -0.37  1.82
C  -4.86  1.00  2.22
C  6.54  -9.47  -1.96
C  -7.02  -3.20  1.09
C  -7.90  -3.38  -0.07
C  1.36  1.00  -2.61
C  3.81  -0.48  1.30
C  4.27  4.40  0.51
C  6.29  -10.96  -2.20
C  4.50  3.75  6.64
C  -1.74  3.38  0.33
H  3.81  -7.02  -0.83
H  4.48  0.35  0.96
H  1.99  -3.21  -3.78
H  -1.24  4.37  0.25
H  -14.25  3.11  1.47
H  -8.37  -1.28  -0.31
H  3.92  -1.33  0.58
H  -10.45  -3.08  1.04
H  1.72  -1.08  1.22
H  -0.68  0.20  -0.08
H  -8.42  -4.33  0.01
H  3.65  -1.11  3.49
H  6.58  3.95  7.09
H  1.97  0.81  -7.24
H  7.54  -9.20  -2.31
H  4.20  4.42  7.44
H  -0.41  1.35  1.34
H  1.37  4.80  3.10
H  -4.68  1.45  3.21
H  -11.65  2.30  2.87
H  4.09  2.51  -5.83
H  3.58  5.21  0.15
H  1.99  0.23  2.41
H  0.26  -2.95  -4.05
H  -1.84  9.80  2.69
H  -13.75  3.60  3.09
H  -11.79  3.53  1.62
H  -0.52  8.07  4.84
H  -0.09  2.91  -1.11
H  3.72  1.57  -8.85
H  1.40  -1.63  -4.31
H  -2.13  9.91  4.43
H  5.41  -9.31  -0.11
H  4.52  4.33  5.71
H  4.41  4.42  1.62
H  3.18  1.17  -5.13
H  0.24  9.43  4.03
H  0.05  8.26  1.83
H  -1.76  3.06  1.39
H  -1.57  1.95  -1.36
H  1.74  2.46  -6.68
H  6.31  -11.16  -3.27
H  -2.62  8.46  3.54
H  0.73  4.79  1.41
H  4.95  -6.18  -1.86
H  1.03  7.38  3.00
H  -5.20  -1.22  2.52
H  6.43  2.78  4.89
H  7.14  -9.57  0.13
H  -10.96  1.48  0.61
H  2.15  2.30  -9.14
H  -9.39  -1.94  1.88
H  2.80  -5.08  -2.03
H  0.71  -2.54  -6.48
H  1.21  -4.81  -7.18
H  0.06  3.60  2.67
H  4.34  0.86  -6.43
H  3.93  -3.98  -1.24
H  -14.12  1.91  2.76
H  2.42  -2.84  -6.22
H  1.71  -3.96  -0.13
H  5.29  -11.23  -1.85
H  6.55  -8.00  -0.39
H  1.83  -5.69  0.20
H  5.18  -0.22  3.01
H  -5.05  1.17  -1.16
H  2.94  -4.55  0.99
H  5.82  -8.90  -2.55
H  0.16  -4.88  -5.77
H  -9.45  -2.38  -1.15
H  -7.28  -3.44  -0.97
H  5.80  2.59  7.88
H  -10.60  -1.35  0.76
H  7.38  1.90  6.07
H  3.72  2.98  6.54
H  4.93  -1.95  2.50
H  -12.57  1.81  -0.01
H  5.25  4.53  -0.02

# 10
Formula: H4SSi
Source: the OMol25 dataset
Level of theory: the ωB97M-V functional and the def2-TZVPD basis

total charge: 0
E_HOMO: -8.949 eV
ΔE to the lowest compared entry with this formula, charge and spin: 2.6775 eV

Geometry (Å):
S  -0.12  -1.27  1.09
Si  -0.08  0.47  -0.13
H  -1.53  -0.15  -1.84
H  1.27  -1.16  0.95
H  1.33  0.53  -0.50
H  -0.86  1.57  0.43

# 11
Formula: CH7N3OP
Source: the OMol25 dataset
Level of theory: the ωB97M-V functional and the def2-TZVPD basis

total charge: +1
E_HOMO (alpha / beta): -13.932 / -13.935 eV
ΔE to the lowest compared entry with this formula, charge and spin: 2.6785 eV

Geometry (Å):
P  2.86  -0.07  -0.19
O  -1.09  -1.52  0.43
N  1.42  -0.51  0.20
N  -0.29  0.65  -0.03
N  -2.51  0.19  -0.23
C  -1.24  -0.25  0.08
H  1.14  -0.26  1.21
H  2.78  -0.01  -1.55
H  -3.24  -0.38  -0.02
H  -0.58  1.62  -0.34
H  3.57  1.09  0.24
H  -2.64  1.23  -0.18
H  -0.17  -1.78  0.39

# 12
Formula: C4H7NO
Source: the OMol25 dataset
Level of theory: the ωB97M-V functional and the def2-TZVPD basis

total charge: 0
E_HOMO: -10.031 eV
structure (SMILES): C[C@H]1CN1C=O
ΔE to the lowest compared entry with this formula, charge and spin: 2.7013 eV

Geometry (Å):
O  0.35  -2.05  -0.02
N  -1.29  -0.39  0.04
C  -0.38  0.76  -0.07
C  -0.86  0.03  -1.29
C  1.08  0.63  0.54
C  -0.36  -1.30  0.59
H  -0.78  1.73  0.20
H  -0.33  -1.16  1.68
H  -1.65  0.42  -1.94
H  1.72  1.03  -0.24
H  -0.16  -0.64  -1.78
H  1.60  -0.30  0.83
H  1.09  1.23  1.45